(1)
Entry from OMol25: a 2-piece molecular cluster, C3H3BrClF3 overall (the ωB97M-V functional and the def2-TZVPD basis).

Calculated values
* HOMO-LUMO gap (spin up / spin down): 7.70 / 8.90 eV
* HOMO (spin up / spin down): -8.779 / -9.267 eV

The geometry in XYZ format:
```
11
Properties=species:S:1:pos:R:3:forces:R:3
C -1.578 0.965 -0.237 1.5 0.1 0.7
C 0.634 -0.075 0.770 -1.3 1.2 1.2
C 0.979 -1.099 -0.186 -2.2 -0.8 -3.1
F -0.041 -2.069 -0.096 1.3 1.0 -0.3
F 0.896 -0.572 -1.517 0.3 -1.0 2.0
F 2.116 -1.751 -0.129 0.5 0.2 0.3
Cl -0.952 2.128 -1.303 -0.2 -0.6 -0.5
Br 1.729 1.462 0.898 -0.6 -0.9 0.1
H -1.773 1.478 0.676 -0.5 -0.3 0.7
H -1.960 -0.028 -0.448 0.1 0.4 -0.6
H -0.051 -0.439 1.574 1.2 0.8 -0.4
```
Positions in Å, forces in eV/Å.

Löwdin charges in e: -0.477 -0.527 -0.675 0.050 0.018 0.161 0.581 0.738 -0.001 0.038 0.094

***

(2)
Entry from OMol25: one molecule with the formula C3H3BrN2O2S (the ωB97M-V functional and the def2-TZVPD basis).

Calculated values
* HOMO-LUMO gap (spin up / spin down): 7.03 / 8.02 eV
* HOMO (spin up / spin down): -7.252 / -10.197 eV
* multiplicity: 3

The geometry in XYZ format:
```
12
Properties=species:S:1:pos:R:3:forces:R:3
C -0.155 -0.790 -1.200 -1.9 -1.4 -1.6
C -0.486 0.316 0.694 -1.3 0.4 1.2
C -1.162 -0.452 -0.251 1.6 -0.4 0.1
N 0.950 -0.242 -0.940 2.0 1.5 1.4
N 0.757 0.446 0.232 0.4 -0.9 -1.4
O -3.119 -1.695 -1.322 -0.3 -2.5 -4.0
O -2.996 -1.859 1.529 0.4 -0.9 1.2
S -2.765 -1.045 -0.152 0.1 1.5 2.9
Br -3.827 0.867 0.027 -1.2 2.2 0.1
H -0.117 -1.388 -2.104 -0.9 -0.1 0.2
H -0.926 0.703 1.662 1.0 -0.3 -1.5
H 1.599 0.934 0.407 0.1 0.9 1.4
```
Positions in Å, forces in eV/Å.

Löwdin charges in e: -0.164 -0.082 -0.438 0.051 0.018 -0.380 -0.279 0.457 0.382 0.129 0.157 0.148

***

Calculated values (eV/Å) of strongest force on any atom for the records, taken in order: 3.9 4.7.
Calculated values (kcal/mol) of ΔE to the lowest compared entry with this formula, charge and spin for the records, taken in order: 79.71 0.00.